The following is a DFT calculation (ωB97M-V/def2-TZVPD) of C5H11N3 as an isolated structure in a non-equilibrium geometry.

## Properties
Orbital gap, eV: 9.85
E_LUMO, eV: -9.71
Max |F|, hartree/bohr: 0.1039
Energy above the lowest of the compared OMol25 structures with the same formula, charge and spin, kJ/mol: 552.52
Charge: +2

Structure (XYZ):
```
19
C5H11N3 | the Open Molecules 2025 dataset | ωB97M-V/def2-TZVPD
C -0.8877 -2.0258 -0.1616
C -0.4943 -0.8829 0.8512
C 0.1152 0.1631 -0.1057
C 1.1220 0.0209 -1.1296
C -0.0359 2.5766 -0.4811
N -0.4884 1.2877 0.1239
N 0.1591 -2.5389 0.1114
N -0.5308 -0.7559 2.1723
H -1.6448 -2.2896 -0.8654
H 1.4876 -1.0843 -1.2820
H 1.9586 0.7383 -0.9827
H 0.6278 0.2509 -2.1692
H 0.9340 2.5536 -0.0748
H -0.7834 3.3396 -0.2266
H -0.0007 2.5034 -1.6266
H -1.3235 1.3812 0.7134
H 0.8811 -3.3090 -0.1825
H 0.2858 -0.7571 2.6764
H -1.3815 -1.1716 2.6392
```

The following is a DFT calculation (ωB97M-V/def2-TZVPD) of a 2-piece molecular cluster, C5H11N3O overall in a non-equilibrium geometry.

## Properties
Orbital gap, eV: 8.15
E_LUMO, eV: -0.44
Max |F|, hartree/bohr: 0.1897
Energy above the lowest of the compared OMol25 structures with the same formula, charge and spin, kJ/mol: 975.70

Structure (XYZ):
```
20
C5H11N3O | the Open Molecules 2025 dataset | ωB97M-V/def2-TZVPD
C -1.5558 1.7002 -1.6930
C -0.7895 0.7718 -0.5983
C 0.3847 -0.1384 -1.1115
C 0.2696 1.0372 0.6431
C 1.0483 -1.3298 0.8754
H -0.8941 2.7929 -1.9971
H -1.7125 0.8331 -2.6861
H -2.7604 2.1504 -1.5503
H -1.4764 -0.6664 0.4212
H 0.1507 -1.1511 -1.1924
H 0.8248 0.1850 -2.2324
H 0.6062 2.0297 -0.0313
H -0.1314 1.1933 1.6840
H 2.1907 -1.3910 3.2685
H 2.9119 -1.9843 1.4431
H -0.3007 -2.4110 1.8476
N 1.2139 -0.2013 0.1217
N 1.9401 -1.8469 1.9255
N -0.1219 -1.7331 1.0373
O -1.7981 0.1598 -0.1748
```

The following is a DFT calculation (ωB97M-V/def2-TZVPD) of a 2-piece molecular cluster, C5H11N3O overall in a non-equilibrium geometry.

## Properties
Orbital gap, eV: 9.98
E_LUMO, eV: 0.65
Max |F|, hartree/bohr: 0.0651
Energy above the lowest of the compared OMol25 structures with the same formula, charge and spin, kJ/mol: 309.42

Structure (XYZ):
```
20
C5H11N3O | the Open Molecules 2025 dataset | ωB97M-V/def2-TZVPD
H -0.3407 2.1574 0.8939
N -0.5480 1.9385 -0.0337
C -1.0608 0.8017 -0.2484
C -1.2852 0.3321 -1.6287
O -1.5786 -0.0843 0.6387
C -1.6152 0.2318 1.9621
H -0.2886 0.4766 -2.1511
H -2.1134 0.9041 -2.2423
H -1.4967 -0.6940 -1.6112
H -1.3426 1.2983 2.0015
H -1.0126 -0.4439 2.5338
H -2.7359 0.1215 2.3223
C 1.8224 -1.6739 -1.4499
N 1.5178 -0.6697 -0.4236
C 2.0658 -0.1960 0.5713
N 2.1411 0.5937 1.4913
H 1.5143 -1.1992 -2.3723
H 2.8106 -1.9600 -1.5978
H 1.2597 -2.4953 -1.1434
H 2.2867 0.5606 2.4876
```

The following is a DFT calculation (ωB97M-V/def2-TZVPD) of one molecule with the formula C5H11N3O in a non-equilibrium geometry.

## Properties
Orbital gap, eV: 9.76
E_LUMO, eV: 0.78
Max |F|, hartree/bohr: 0.1122
Energy above the lowest of the compared OMol25 structures with the same formula, charge and spin, kJ/mol: 354.06

Structure (XYZ):
```
20
C5H11N3O | the Open Molecules 2025 dataset | ωB97M-V/def2-TZVPD
C -2.6842 -0.8319 0.3070
C -1.5957 0.1588 -0.2662
C -1.2077 1.6341 0.1091
N 0.2961 1.7783 -0.1321
C 0.7908 0.5596 -0.0897
N 2.1427 0.3353 -0.3674
N 2.7739 -0.6739 0.5235
C -0.1888 -0.4679 0.2552
O -0.0036 -1.7967 -0.4587
H -2.6675 -1.8140 -0.1752
H -2.6677 -0.8093 1.4335
H -3.7197 -0.4870 0.1012
H -1.5874 0.2240 -1.3601
H -1.9165 2.2969 -0.3458
H -1.2616 1.7012 1.2357
H 2.6595 1.2489 -0.5357
H 2.1330 -0.6154 1.4083
H 2.4790 -1.4464 0.0515
H -0.2226 -0.6611 1.2794
H -0.3752 -1.6587 -1.4840
```

The following is a DFT calculation (ωB97M-V/def2-TZVPD) of a 3-piece molecular cluster, C5H11N3O overall in a non-equilibrium geometry.

## Properties
Orbital gap (alpha / beta), eV: 6.93 / 8.05
E_LUMO (alpha / beta), eV: 0.31 / 0.89
Max |F|, hartree/bohr: 0.0293
Energy above the lowest of the compared OMol25 structures with the same formula, charge and spin, kJ/mol: 690.84

Structure (XYZ):
```
20
C5H11N3O | the Open Molecules 2025 dataset | ωB97M-V/def2-TZVPD
C -0.0406 0.2369 0.2998
C 0.5983 1.5548 0.6092
C 0.1519 -0.8952 1.2724
N -0.4957 0.0536 -0.9418
N -1.1043 -1.1035 -1.2537
C -2.3059 0.6909 0.8217
C 1.6769 -0.4018 -1.3810
N 2.7131 0.2685 -1.4085
O -3.0980 -0.1974 0.6750
H -1.5117 -1.6435 -0.4921
H -1.7281 -0.9901 -2.0400
H 3.4674 -0.0209 -2.0473
H -2.6630 1.7180 1.1347
H 1.4270 -1.3324 -1.9252
H 0.2035 1.9437 1.5513
H 0.4110 2.2701 -0.1902
H 1.6781 1.4386 0.7266
H 0.6652 -1.7422 0.8067
H 0.7543 -0.5793 2.1230
H -0.7992 -1.2689 1.6594
```

The following is a DFT calculation (ωB97M-V/def2-TZVPD) of C5H11N3O as an isolated structure in a non-equilibrium geometry.

## Properties
Orbital gap, eV: 7.57
E_LUMO, eV: 0.61
Max |F|, hartree/bohr: 0.0747
Energy above the lowest of the compared OMol25 structures with the same formula, charge and spin, kJ/mol: 512.64

Structure (XYZ):
```
20
C5H11N3O | the Open Molecules 2025 dataset | ωB97M-V/def2-TZVPD
C 1.9698 -1.1205 0.2667
N -0.2966 0.7227 -1.1387
C -0.2097 -0.5579 -0.8607
C 0.5140 -0.7444 0.4225
N -1.2029 1.1162 -2.1327
N -0.2246 -1.5266 1.3912
C 0.2437 1.1508 0.6185
C -0.5522 1.6760 1.5698
O -1.1434 -1.3855 -1.3471
H -1.5986 -0.8820 -2.0553
H -1.8573 1.7801 -1.7154
H -0.6863 1.6559 -2.8306
H -1.1255 -1.0850 1.5836
H -0.4206 -2.4728 1.0741
H 1.1690 1.6641 0.3713
H 2.1136 -2.1387 -0.1240
H 2.4828 -1.0431 1.2314
H 2.4826 -0.4541 -0.4384
H -0.2036 2.4727 2.2142
H -1.4543 1.1718 1.8996
```

The following is a DFT calculation (ωB97M-V/def2-TZVPD) of a 2-piece molecular cluster, C5H11N3O2 overall in a non-equilibrium geometry.

## Properties
Orbital gap, eV: 7.26
E_LUMO, eV: 0.55
Max |F|, hartree/bohr: 0.0687
Energy above the lowest of the compared OMol25 structures with the same formula, charge and spin, kJ/mol: 267.69

Structure (XYZ):
```
21
C5H11N3O2 | the Open Molecules 2025 dataset | ωB97M-V/def2-TZVPD
C 0.8737 -0.4706 1.7854
C 1.1055 0.5297 -1.0741
C -1.3292 -1.4253 -0.2484
C -1.8613 0.5119 1.1035
C -0.7723 -0.1964 0.3471
N 1.9298 1.6300 -1.3385
N 1.3890 -0.6616 -1.7401
N -0.0322 0.6900 -0.4096
O 1.8706 -0.3677 1.1424
O 0.3426 -0.5715 2.8214
H -2.3105 -1.2193 -0.5373
H -0.7640 -1.6485 -1.1380
H -1.2757 -2.3667 0.2967
H -1.6859 1.5106 1.4768
H -2.8929 0.5692 0.6112
H -2.0949 0.0829 2.0108
H 2.8750 1.4691 -1.1111
H 1.6686 2.4816 -0.9206
H 2.3402 -0.8164 -1.5420
H 0.7677 -1.3396 -1.4192
H -0.1436 1.6086 -0.1165
```

The following is a DFT calculation (ωB97M-V/def2-TZVPD) of C5H11N3O2 as an isolated structure in a non-equilibrium geometry.

## Properties
Orbital gap, eV: 9.54
E_LUMO, eV: 0.58
Max |F|, hartree/bohr: 0.0927
Energy above the lowest of the compared OMol25 structures with the same formula, charge and spin, kJ/mol: 598.74

Structure (XYZ):
```
21
C5H11N3O2 | the Open Molecules 2025 dataset | ωB97M-V/def2-TZVPD
C -0.8371 1.2787 2.2321
C -0.5993 0.7645 0.6736
C -0.3166 -1.6192 0.3495
C 0.4305 -0.6900 -1.8585
C 1.6135 0.0366 0.1356
H -1.3988 3.2412 2.0883
H 0.1844 1.6139 2.6501
H -1.4688 0.5192 2.9574
H -1.7178 0.5201 -0.0819
H 0.1321 1.7353 0.0151
H 0.0527 -2.6889 0.8321
H -1.3944 -1.6142 1.0080
H -1.2179 -1.7156 -1.8199
H 1.9144 0.5844 -1.7789
H 2.3276 0.7683 0.7425
H 2.2115 -0.8198 0.3620
N 0.2386 -0.3288 0.7612
N -0.3395 -1.5977 -1.1377
N 1.2684 0.1395 -1.2266
O -1.6215 2.3970 2.4772
O 0.4285 -0.9294 -3.0957
```

The following is a DFT calculation (ωB97M-V/def2-TZVPD) of a 3-piece molecular cluster, C5H11N3O2 overall in a non-equilibrium geometry.

## Properties
Orbital gap, eV: 9.50
E_LUMO, eV: 0.43
Max |F|, hartree/bohr: 0.0939
Energy above the lowest of the compared OMol25 structures with the same formula, charge and spin, kJ/mol: 488.67

Structure (XYZ):
```
21
C5H11N3O2 | the Open Molecules 2025 dataset | ωB97M-V/def2-TZVPD
C -2.7467 0.2795 0.5612
N -1.4715 -0.1563 0.0200
C -1.5509 -1.2951 -0.8779
C -0.3451 0.4712 0.3918
O -0.2671 1.1957 1.3818
C 0.9281 0.2954 -0.4725
N 1.6205 1.5537 -0.6743
C 1.8627 -0.7089 0.1399
N 1.9742 -1.5774 0.9890
H -2.6490 1.2814 0.9875
H -3.4926 0.2975 -0.2452
H -3.0918 -0.4164 1.3405
H -1.8589 -0.9730 -1.8834
H -0.6046 -1.8363 -0.9413
H -2.3037 -1.9951 -0.4930
H 0.6635 -0.1018 -1.4613
H 1.0201 2.2041 -1.1730
H 1.8396 1.9830 0.2227
O 3.7003 -0.1433 0.5049
H 3.3312 -1.1552 1.3230
H 3.4416 0.7973 0.3596
```

The following is a DFT calculation (ωB97M-V/def2-TZVPD) of a 2-piece molecular cluster, C5H11N4O overall in a non-equilibrium geometry.

## Properties
Orbital gap (alpha / beta), eV: 8.83 / 8.85
E_LUMO (alpha / beta), eV: -4.70 / -4.70
Max |F|, hartree/bohr: 0.0805
Energy above the lowest of the compared OMol25 structures with the same formula, charge and spin, kJ/mol: 850.76
Charge: +1

Structure (XYZ):
```
21
C5H11N4O | the Open Molecules 2025 dataset | ωB97M-V/def2-TZVPD
C -1.9953 0.9564 1.4367
C -0.2241 2.1088 0.2657
C -1.9689 -0.3379 1.1294
C 0.0783 -0.2057 -0.3448
C -2.3499 -1.7957 1.1679
N -1.2370 2.0001 0.9079
N 0.5270 0.9865 -0.4408
N 3.5642 -0.4450 -1.8082
N 1.5658 1.3197 -1.2164
O -3.2312 -2.2192 2.2343
H -2.7135 1.2824 2.0747
H 0.3168 2.9848 0.1819
H 0.2269 -1.2534 -0.7866
H -1.3953 -2.4575 1.2393
H -2.8006 -2.0141 0.1606
H 4.3147 -0.8536 -1.3673
H 3.2811 -1.2089 -2.3592
H 2.3626 0.6020 -1.2307
H 3.9478 0.3832 -2.1998
H 1.9462 2.1914 -1.1193
H -4.2157 -2.0242 2.0747
```

The following is a DFT calculation (ωB97M-V/def2-TZVPD) of an isolated ion of composition C5H11NO and charge -1 in a non-equilibrium geometry.

## Properties
Orbital gap (alpha / beta), eV: 3.47 / 6.78
E_LUMO (alpha / beta), eV: 3.89 / 3.82
Max |F|, hartree/bohr: 0.0298
2S+1: 2
Energy above the lowest of the compared OMol25 structures with the same formula, charge and spin, kJ/mol: 122.84
Expectation value of S²: 0.7534
Charge: -1

Structure (XYZ):
```
18
C5H11NO | the Open Molecules 2025 dataset | ωB97M-V/def2-TZVPD
O -3.0949 0.1792 -0.6838
C -1.9888 0.8470 -0.6610
C -1.2140 1.0411 0.6223
C 0.3025 1.2459 0.4824
C 0.8928 0.3134 -0.5998
C 1.3097 -1.9761 0.2370
N 0.4650 -1.0573 -0.4453
H -1.4486 1.0655 -1.5800
H -1.3307 0.1319 1.2383
H -1.7837 1.7805 1.2054
H 0.5738 2.2930 0.3549
H 0.7204 0.8790 1.4241
H 1.9774 0.4520 -0.6024
H 0.5432 0.6795 -1.5652
H 0.7554 -2.9044 0.3878
H 1.5808 -1.6179 1.2410
H 2.2289 -2.1691 -0.3299
H -0.4891 -1.1831 -0.7258
```

The following is a DFT calculation (ωB97M-V/def2-TZVPD) of a 2-piece molecular cluster, C5H11NO overall in a non-equilibrium geometry.

## Properties
Orbital gap (alpha / beta), eV: 3.17 / 5.41
E_LUMO (alpha / beta), eV: 3.62 / 3.51
Max |F|, hartree/bohr: 0.0249
2S+1: 2
Energy above the lowest of the compared OMol25 structures with the same formula, charge and spin, kJ/mol: 145.77
Expectation value of S²: 0.7691
Charge: -1

Structure (XYZ):
```
18
C5H11NO | the Open Molecules 2025 dataset | ωB97M-V/def2-TZVPD
C 0.9822 -0.8411 0.3931
N -0.1474 1.7670 1.0498
C -1.0045 0.6757 0.6794
C -0.5030 -0.5590 0.3172
C -1.3104 -1.5298 -0.3018
C -2.6671 -1.4695 -0.6210
H 1.2086 -1.6894 -0.2388
H 1.5169 0.0377 0.0718
H 1.3064 -1.0585 1.4295
H 0.7778 1.8731 0.6599
H -0.5576 2.5461 1.5207
H -2.0118 0.9936 0.4195
H -0.7939 -2.4710 -0.4565
H -3.2402 -0.5683 -0.4641
H -3.0709 -2.3428 -1.1282
H 3.0858 1.8783 -1.8400
H 2.7585 0.5473 -1.1487
O 3.4252 1.2507 -1.1921
```